Entry 1:
Here is C5H7N as an isolated structure from the Open Molecules 2025 dataset. Energies are from ωB97M-V/def2-TZVPD.

F_max: 0.010 Eh/bohr
DFT total energy: -249.29058 hartree

Structure (XYZ):
```
13
Properties=species:S:1:pos:R:3:nbo_charge:R:1
C -1.594 -0.056 -0.065 -0.454
N -0.490 0.500 0.802 -0.429
C 0.029 -0.811 0.797 0.061
C 1.295 -0.884 0.205 -0.303
C 1.483 0.315 -0.441 -0.136
C 0.270 1.057 -0.299 -0.271
H -2.278 -0.722 0.470 0.186
H -0.454 0.401 -1.138 0.242
H -2.170 0.744 -0.536 0.194
H -0.415 -1.554 1.451 0.219
H 1.948 -1.748 0.195 0.233
H 2.289 0.565 -1.122 0.226
H 0.161 2.122 -0.485 0.234
```

Entry 2:
Here is C5H7N as an isolated structure from the Open Molecules 2025 dataset. Energies are from ωB97M-V/def2-TZVPD.

F_max: 0.044 Eh/bohr
DFT total energy: -249.25982 hartree

Structure (XYZ):
```
13
Properties=species:S:1:pos:R:3:nbo_charge:R:1
C -1.502 -0.921 -0.185 -0.498
C -1.104 -0.011 0.804 -0.413
C 1.377 0.020 0.882 -0.242
C 1.383 0.915 -0.121 -0.385
C 0.894 0.706 -1.441 0.254
N 0.612 0.654 -2.573 -0.329
H -1.815 -0.587 -1.177 0.206
H -2.210 -0.865 0.965 0.333
H -1.168 -1.982 -0.254 0.215
H -1.421 1.050 0.637 0.181
H 1.002 -0.988 0.800 0.220
H 1.981 0.185 1.769 0.215
H 1.972 1.824 -0.108 0.245
```

Entry 3:
Here is one molecule with the formula C5H7N from the Open Molecules 2025 dataset. Energies are from ωB97M-V/def2-TZVPD.

F_max: 0.024 Eh/bohr
DFT total energy: -249.39881 hartree

Structure (XYZ):
```
13
Properties=species:S:1:pos:R:3:nbo_charge:R:1
C 0.723 0.420 -1.399 -0.590
C 0.098 -0.221 -0.132 -0.174
C 0.507 -1.577 0.176 0.279
N 0.963 -2.491 0.728 -0.351
C -0.189 0.207 1.370 -0.350
C -1.217 0.369 0.327 -0.392
H 0.729 1.515 -1.375 0.220
H 1.736 0.078 -1.633 0.226
H 0.108 0.152 -2.277 0.222
H 0.361 0.992 1.865 0.224
H -0.371 -0.654 2.021 0.237
H -1.303 1.403 0.004 0.222
H -2.144 -0.193 0.324 0.227
```

Entry 4:
Here is a 2-piece molecular cluster, C5H7N overall from the Open Molecules 2025 dataset. Energies are from ωB97M-V/def2-TZVPD.

F_max: 0.062 Eh/bohr
DFT total energy: -249.28031 hartree

Structure (XYZ):
```
13
Properties=species:S:1:pos:R:3:nbo_charge:R:1
C 1.373 0.642 0.388 -0.701
C 0.172 0.532 -0.481 0.528
C -0.047 -1.859 -0.580 -0.330
C -1.358 -0.172 0.783 -0.592
N -0.156 1.070 -1.531 -0.695
C -0.843 -1.315 0.196 0.001
H -1.022 1.562 -1.693 0.392
H 0.307 -2.728 -1.084 0.234
H 2.256 0.730 -0.247 0.236
H 1.298 1.548 0.991 0.239
H 1.479 -0.216 1.044 0.244
H -2.283 0.224 0.372 0.221
H -1.176 -0.018 1.842 0.223
```

Entry 5:
Here is one molecule with the formula C5H7N from the Open Molecules 2025 dataset. Energies are from ωB97M-V/def2-TZVPD.

F_max: 0.015 Eh/bohr
DFT total energy: -249.40789 hartree

Structure (XYZ):
```
13
Properties=species:S:1:pos:R:3:nbo_charge:R:1
C -0.584 1.144 0.535 -0.165
C -1.120 0.577 -0.547 -0.225
C -0.497 -0.759 -0.833 -0.115
N 0.886 -0.926 -1.239 -0.587
C 0.598 -0.908 0.178 -0.068
C 0.593 0.354 1.052 -0.464
H -0.914 2.074 0.993 0.209
H -1.953 0.999 -1.100 0.215
H -1.139 -1.579 -1.139 0.201
H 1.363 -0.159 -1.674 0.359
H 0.782 -1.853 0.682 0.199
H 0.486 0.063 2.105 0.219
H 1.500 0.973 0.988 0.222
```

Entry 6:
Here is one molecule with the formula C5H7N from the Open Molecules 2025 dataset. Energies are from ωB97M-V/def2-TZVPD.

F_max: 0.050 Eh/bohr
DFT total energy: -249.30138 hartree

Structure (XYZ):
```
13
Properties=species:S:1:pos:R:3:nbo_charge:R:1
C 1.217 -0.291 0.554 -0.423
C 0.416 -0.730 -0.611 -0.209
C 0.678 0.860 -0.197 -0.235
C -0.836 0.955 -0.109 -0.088
N -1.633 -0.343 0.805 -0.568
C -1.075 -0.414 -0.495 -0.123
H 2.276 -0.445 0.360 0.227
H 0.941 -0.440 1.591 0.190
H 0.778 -1.470 -1.326 0.227
H 1.318 1.727 -0.434 0.236
H -1.370 1.871 -0.370 0.227
H -0.972 -0.607 1.534 0.341
H -1.739 -0.674 -1.303 0.200
```

Entry 7:
Here is one molecule with the formula C5H7N from the Open Molecules 2025 dataset. Energies are from ωB97M-V/def2-TZVPD.

F_max: 0.008 Eh/bohr
DFT total energy: -249.24250 hartree

Structure (XYZ):
```
13
Properties=species:S:1:pos:R:3:nbo_charge:R:1
C 1.528 2.363 -0.057 -0.386
C 0.897 1.140 0.082 -0.369
C -0.009 0.289 0.451 -0.016
C -0.854 -0.635 -0.276 -0.191
C -0.743 -2.069 0.150 -0.221
N -1.933 -1.321 0.463 -0.556
H 1.445 1.093 -0.961 0.353
H 2.594 2.416 -0.262 0.209
H 0.978 3.304 -0.029 0.212
H -1.118 -0.445 -1.318 0.197
H -0.031 -2.295 0.940 0.205
H -0.858 -2.834 -0.614 0.202
H -1.895 -1.006 1.430 0.360
```

Entry 8:
Here is one molecule with the formula C5H7N from the Open Molecules 2025 dataset. Energies are from ωB97M-V/def2-TZVPD.

F_max: 0.199 Eh/bohr
DFT total energy: -249.25390 hartree

Structure (XYZ):
```
13
Properties=species:S:1:pos:R:3:nbo_charge:R:1
C 0.723 1.930 -1.639 -0.233
C 0.661 0.846 -1.129 -0.048
C 1.038 -0.242 -0.178 -0.516
C -0.199 -0.253 0.812 -0.077
C -0.786 -1.445 1.311 -0.281
N -1.466 -0.365 0.494 -0.544
H 0.195 2.652 -2.312 0.247
H 2.050 0.142 0.379 0.253
H 1.607 -1.251 -0.611 0.243
H 0.255 0.462 1.484 0.181
H -0.391 -2.295 0.642 0.186
H -0.830 -1.668 2.372 0.226
H -1.245 -0.504 -0.472 0.362
```

Entry 9:
Here is C5H7N as an isolated structure from the Open Molecules 2025 dataset. Energies are from ωB97M-V/def2-TZVPD.

F_max: 0.047 Eh/bohr
DFT total energy: -249.26397 hartree

Structure (XYZ):
```
13
Properties=species:S:1:pos:R:3:nbo_charge:R:1
C -1.447 -0.245 -0.005 0.236
C -1.003 1.058 -0.469 -0.382
C -0.065 -0.580 1.416 -0.238
C 0.038 -0.005 -0.049 -0.159
C 1.166 -0.271 -1.028 -0.615
N -1.520 -0.657 1.219 -0.382
H -0.827 1.522 -1.460 0.253
H -1.320 1.753 0.254 0.217
H 0.466 -1.570 1.633 0.216
H 0.019 0.069 2.258 0.214
H 1.807 -0.819 -0.426 0.218
H 1.807 0.618 -1.355 0.207
H 0.880 -0.873 -1.988 0.215
```

Record-wise energy relative to the best compared isomer or geometry (same formula, charge and spin) values, in kJ/mol: 479.6, 560.3, 195.4, 506.5, 171.6, 451.2, 605.8, 575.9, 549.4